Density functional theory data (ωB97M-V/def2-TZVPD) for a cluster of 7 separate species, C18H48N2O10 in total.

Frontier orbital gap   9.719 eV
Total charge   0
Lowest unoccupied orbital energy   0.22 eV
SMILES   CC(N)=O.CC(N)=O.CCCCCC.OCCO.OCCO.OCCO.OCCO

Structure (XYZ):
```
78
Properties=species:S:1:pos:R:3:mulliken_charge:R:1
C -2.6784 2.5046 -0.8433 -0.25
C -4.0308 1.8285 -0.9317 0.47
N -4.6868 1.7269 0.2579 -0.33
O -4.5530 1.5758 -2.0053 -0.64
H -2.5240 3.1172 -1.7264 0.38
H -1.8977 1.7391 -0.8441 -0.50
H -2.5979 3.0996 0.0619 0.46
H -5.6362 1.4007 0.3123 0.23
H -4.1883 1.7281 1.1357 0.18
C 1.6225 3.2275 -2.6274 -0.47
C 1.2495 3.7345 -1.2472 0.51
N 1.0173 2.8045 -0.2736 -0.15
O 1.2322 4.9282 -0.9836 -0.68
H 0.9800 3.7255 -3.3505 0.19
H 1.3767 2.1638 -2.6647 -0.02
H 2.6721 3.4210 -2.8167 0.32
H 0.9304 1.8148 -0.4411 0.06
H 0.7048 3.1513 0.6171 0.19
C -1.7186 -3.4596 -2.2355 -1.46
C -2.1618 -2.0798 -2.7250 -0.03
C -1.1527 -1.1965 -3.4372 -0.23
C -1.7760 0.0880 -3.9753 -0.07
C -0.7697 0.8374 -4.8400 -0.14
C -1.3202 2.1575 -5.3641 -1.32
H -2.2741 -3.7650 -1.3512 0.38
H -0.6420 -3.5087 -2.0523 0.26
H -1.8985 -4.2125 -3.0106 0.41
H -3.1733 -2.1021 -3.1366 0.55
H -2.3617 -1.4685 -1.8204 -0.10
H -0.7152 -1.7449 -4.2843 0.47
H -0.3361 -0.9534 -2.7504 -0.28
H -2.7251 -0.1385 -4.4627 0.46
H -1.9905 0.7661 -3.1414 -0.31
H 0.1124 0.9973 -4.2147 0.04
H -0.4649 0.2476 -5.7106 0.37
H -2.0279 2.0037 -6.1781 0.37
H -1.8833 2.6658 -4.5697 0.22
H -0.5600 2.8850 -5.6526 0.38
O 4.6620 -0.7248 0.0281 -0.57
C 5.0314 -2.0987 -0.2361 -0.34
C 4.5683 -3.0784 0.8080 -0.23
O 5.2195 -2.9221 2.0439 -0.49
H 4.9035 -0.5076 0.9362 0.27
H 4.5717 -2.3460 -1.1917 0.36
H 6.1213 -2.1249 -0.2879 0.29
H 4.7888 -4.0903 0.4656 0.36
H 3.4808 -3.0119 0.9372 0.04
H 4.8089 -2.2232 2.5723 0.30
O -0.1436 -0.0098 1.7136 -0.35
C -0.2062 -0.7012 0.4556 0.43
C 1.1210 -1.1893 -0.0502 0.51
O 1.9552 -0.0885 -0.3757 -0.37
H 0.6905 0.4812 1.6920 0.24
H -0.8509 -1.5731 0.5965 0.53
H -0.7528 -0.0784 -0.2665 -0.90
H 0.9803 -1.8097 -0.9358 0.43
H 1.4929 -1.7003 0.8428 -0.65
H 2.8920 -0.3587 -0.2782 0.30
O -2.6294 1.1760 2.4236 -0.35
C -2.6192 1.7566 3.7314 -0.42
C -2.8048 0.6882 4.7767 -0.45
O -1.7224 -0.2320 4.7447 -0.50
H -1.7243 0.9123 2.2001 0.26
H -1.6483 2.2408 3.8848 0.23
H -3.3845 2.5335 3.7507 0.37
H -3.7481 0.1514 4.6238 0.28
H -2.8246 1.1237 5.7760 0.34
H -1.6836 -0.6150 3.8606 0.20
O 3.6660 -1.0829 4.3557 -0.56
C 2.2923 -0.7314 4.4410 -0.62
C 1.3838 -1.8147 3.9049 0.56
O 1.5459 -3.0485 4.6060 -0.57
H 3.8185 -1.9058 4.8343 0.35
H 2.0128 -0.5829 5.4975 0.33
H 2.1313 0.2284 3.9553 0.34
H 1.5884 -2.0054 2.8564 -0.28
H 0.3484 -1.4903 4.0400 0.02
H 1.5140 -2.8566 5.5501 0.39
```

=====

Density functional theory data (ωB97M-V/def2-TZVPD) for a structure of composition C19H21MgN.

Frontier orbital gap   3.985 eV
Total charge   0
Lowest unoccupied orbital energy   -0.62 eV

Structure (XYZ):
```
42
Properties=species:S:1:pos:R:3:nbo_charge:R:1
C 0.5439 -1.1643 -2.5828 -0.20
C 0.3717 1.9349 -1.1631 -0.19
C -0.7799 -1.1037 -2.7735 -0.19
H 0.9757 -2.1673 -2.4237 0.21
C -0.7969 1.5923 -0.6091 -0.19
H 0.8447 2.8896 -0.8179 0.20
H -1.2880 -2.0263 -3.0715 0.20
H -1.1695 2.1674 0.2440 0.20
C -1.7240 0.0510 -2.5058 -0.45
H -2.7373 -0.3560 -2.7091 0.21
H -1.5868 0.8932 -3.2222 0.22
C 1.4746 -0.1220 -2.0052 -0.44
H 2.4946 -0.3048 -2.3743 0.22
H 1.5538 -0.2260 -0.8812 0.20
C 1.0324 1.3205 -2.3528 -0.46
H 0.3659 1.3174 -3.2287 0.22
H 1.9433 1.8986 -2.5932 0.22
C -1.7238 0.4886 -0.9953 -0.45
H -2.7581 0.8026 -0.7565 0.22
H -1.5017 -0.4179 -0.3748 0.23
Mg 1.9698 -2.1446 1.2708 0.42
H 0.5249 -2.3763 0.7216 0.15
C 2.8531 1.8641 2.1080 -0.26
C 1.6474 2.2952 2.6613 -0.16
C 0.5342 1.4517 2.7182 -0.21
C 0.6539 0.1351 2.2957 0.16
N 1.8763 -0.2604 1.8547 -0.71
C 2.9328 0.5599 1.6516 0.06
C -0.4107 -0.8755 2.1990 -0.03
C -1.6228 -0.7254 2.9289 -0.19
C -2.6074 -1.7076 2.9395 -0.21
C -2.4083 -2.9072 2.2458 -0.22
C -1.2418 -3.0996 1.5370 -0.17
C -0.2559 -2.0963 1.4887 -0.38
H 3.7267 2.5085 2.0144 0.23
H 1.5616 3.3102 3.0378 0.22
H -0.4360 1.7990 3.0606 0.22
H 3.8089 0.1369 1.1590 0.22
H -1.8086 0.2080 3.4677 0.21
H -3.5413 -1.5653 3.4965 0.22
H -3.1723 -3.6719 2.2365 0.22
H -1.0513 -4.0283 0.9964 0.23
```

=====

Density functional theory data (ωB97M-V/def2-TZVPD) for an isolated molecule of C5H9NO2.

Frontier orbital gap   10.723 eV
Total charge   0
Lowest unoccupied orbital energy   0.81 eV
SMILES   CC[C@@H](C=O)NC=O

Structure (XYZ):
```
17
Properties=species:S:1:pos:R:3:nbo_charge:R:1
C 0.5612 -0.8564 1.8666 -0.64
C 0.6567 0.4552 0.8318 -0.42
C 0.3279 0.1849 -0.7448 -0.14
C 0.6726 -1.3220 -0.9485 0.45
O -0.2577 -2.0311 -1.2574 -0.55
N -1.0823 0.4406 -1.0208 -0.62
C -1.5674 1.6725 -1.3191 0.51
O -0.7875 2.6452 -1.1219 -0.63
H 0.3588 -1.8100 1.3469 0.21
H 1.5212 -1.0969 2.4249 0.21
H -0.1444 -0.6489 2.6761 0.22
H -0.2325 1.0852 0.9981 0.23
H 1.5483 1.0903 1.1712 0.23
H 0.8911 0.6606 -1.4543 0.23
H 1.7616 -1.6747 -0.6116 0.15
H -1.6442 -0.4358 -1.2144 0.42
H -2.5832 1.6412 -1.6227 0.14
```

=====

Density functional theory data (ωB97M-V/def2-TZVPD) for a structure of composition C31H46BiBrF6N5O4.

Frontier orbital gap   8.214 eV
Total charge   +1
Lowest unoccupied orbital energy   -2.19 eV

Structure (XYZ):
```
94
Properties=species:S:1:pos:R:3:mulliken_charge:R:1
Bi -0.7873 0.9496 1.7073 1.78
C 2.0538 0.3085 3.5471 -0.73
C 1.4001 -0.9039 2.8936 -0.81
N -0.0824 -0.8718 2.9215 -0.04
C -0.7587 -1.0655 4.2182 -0.71
C -0.7559 0.2076 5.0561 -0.96
N -1.1178 1.3705 4.2321 -0.16
C -0.4066 2.6010 4.5845 -0.79
C 1.1017 2.4863 4.2761 -0.65
N 1.4259 1.5815 3.1552 -0.18
H 3.1104 0.2972 3.2668 0.57
H 2.0358 0.2070 4.6318 0.31
H 1.7608 -1.8207 3.3668 0.59
H 1.6650 -0.9473 1.8349 0.28
H -0.4013 -1.5825 2.2605 -0.28
H -0.2882 -1.8856 4.7659 0.61
H -1.7854 -1.3425 3.9832 0.27
H 0.2230 0.3827 5.4948 0.33
H -1.4500 0.0805 5.8898 0.59
H -2.1199 1.5134 4.2834 0.18
H -0.5317 2.8548 5.6419 0.41
H -0.8540 3.4107 4.0047 0.39
H 1.6497 2.1827 5.1712 0.42
H 1.4635 3.4846 4.0266 0.32
H 2.0587 2.1068 2.5396 0.32
C -1.5919 -2.3217 -5.7610 -2.05
C -0.7895 -1.1129 -5.2804 1.96
C -1.4916 0.1612 -5.7698 -1.63
C 0.6152 -1.1884 -5.8944 -1.64
C -0.6774 -1.0654 -3.7578 -0.43
C 0.0350 -0.0348 -3.1490 -0.59
C 0.1009 0.0088 -1.7776 0.26
Br 1.1937 1.3660 -0.9792 -0.12
C -0.5340 -0.9045 -0.9217 0.34
O -0.4450 -0.7545 0.4109 0.20
C -1.1921 -1.9883 -1.5236 -0.45
C -1.2416 -2.0165 -2.9220 -0.31
C -1.7812 -3.2151 -0.7970 2.25
C -3.2273 -3.4692 -1.2524 -1.71
C -1.7968 -3.1402 0.7344 -1.80
C -0.9234 -4.4325 -1.1789 -1.84
H -1.6503 -2.3052 -6.8500 0.44
H -2.6131 -2.3083 -5.3755 0.41
H -1.1206 -3.2624 -5.4696 0.40
H -1.5761 0.1486 -6.8580 0.44
H -0.9388 1.0585 -5.4882 0.33
H -2.4958 0.2369 -5.3493 0.36
H 0.5466 -1.2190 -6.9834 0.45
H 1.1381 -2.0860 -5.5595 0.35
H 1.2209 -0.3218 -5.6253 0.34
H 0.5403 0.7222 -3.7332 0.50
H -1.7543 -2.8493 -3.3796 0.35
H -3.8770 -2.6326 -0.9989 0.20
H -3.6120 -4.3625 -0.7565 0.49
H -3.2996 -3.6381 -2.3256 0.36
H -2.3204 -2.2617 1.1107 0.03
H -0.7773 -3.1526 1.1299 0.34
H -2.2969 -4.0341 1.1139 0.69
H -0.9329 -4.6154 -2.2532 0.35
H -1.3067 -5.3264 -0.6818 0.46
H 0.1143 -4.2864 -0.8719 0.37
C -5.0842 -0.3011 2.0408 -1.93
C -3.9302 0.6431 1.7217 0.63
O -2.7292 0.1182 2.1693 -0.17
C -4.1613 1.9900 2.4416 0.55
F -3.1181 2.8390 2.2291 -0.22
F -4.2049 1.7917 3.7744 -0.31
F -5.2728 2.6220 2.0900 -0.26
C -3.8860 0.8594 0.1888 0.60
F -4.9596 1.4778 -0.2914 -0.27
F -2.7987 1.6026 -0.1714 -0.28
F -3.7570 -0.3129 -0.4322 -0.17
H -5.1362 -0.4438 3.1181 0.44
H -4.8882 -1.2609 1.5689 0.32
H -6.0352 0.0913 1.6830 0.40
O 6.0614 -1.0490 -1.6321 -0.53
C 5.6310 -0.0644 -2.5571 -0.59
N 4.9415 0.9717 -1.8461 0.01
C 5.5992 2.0669 -1.3727 0.29
O 6.7392 2.3530 -1.6695 -0.62
C 4.7953 2.9411 -0.4524 0.53
C 4.9513 4.3196 -0.4959 -0.36
C 4.1966 5.1014 0.3599 -0.82
C 3.3264 4.4749 1.2393 -0.39
N 3.1935 3.1505 1.3187 -0.27
C 3.9277 2.4086 0.4876 -1.14
H 6.8863 -1.4343 -1.9423 0.32
H 4.9420 -0.5014 -3.2831 0.32
H 6.4753 0.3909 -3.0725 0.38
H 3.9767 0.8276 -1.5972 0.08
H 5.6563 4.7511 -1.1944 0.51
H 4.2766 6.1791 0.3520 0.42
H 2.7119 5.0611 1.9129 0.41
H 3.8230 1.3331 0.5851 0.95
```

=====

Density functional theory data (ωB97M-V/def2-TZVPD) for an isolated molecule of C4H5NO2.

Frontier orbital gap   9.278 eV
Total charge   0
Lowest unoccupied orbital energy   0.72 eV
SMILES   Cc1coc(=O)[nH]1

Structure (XYZ):
```
12
Properties=species:S:1:pos:R:3:nbo_charge:R:1
C -1.5535 -0.3932 -0.7236 -0.65
C -0.2387 0.0311 -0.1720 0.10
C 0.2341 1.2746 -0.0127 0.02
O 1.5262 1.2351 0.4641 -0.46
C 1.7484 -0.0348 0.9025 0.87
O 2.5562 -0.2955 1.7445 -0.58
N 0.7672 -0.8209 0.3003 -0.63
H -1.4961 -0.3861 -1.8152 0.23
H -1.8834 -1.3861 -0.4005 0.23
H -2.3196 0.3289 -0.4249 0.24
H -0.2307 2.2377 0.0798 0.21
H 0.8900 -1.7907 0.0575 0.42
```

=====

Density functional theory data (ωB97M-V/def2-TZVPD) for a structure of composition C24H53GeN3O11PTeTi.

Frontier orbital gap (spin up / spin down)   5.611 / 4.757 eV
Total charge   0
Lowest unoccupied orbital energy (spin up / spin down)   0.19 / -2.75 eV
Expectation value of S²   3.760
2S+1   4

Structure (XYZ):
```
95
Properties=species:S:1:pos:R:3:lowdin_spin:R:1
Ti -0.3606 0.0236 0.5196 1.02
C -1.6379 3.3205 -3.5825 0.03
N -1.5909 2.0738 -2.8377 0.15
C -2.8936 1.7334 -2.2967 0.01
C -0.5082 1.9609 -1.9305 0.42
O -0.7385 1.3155 -0.8011 0.11
C 0.8829 1.9455 -2.4672 0.06
O 1.5182 0.6562 -2.4134 0.04
C 0.8851 -0.3311 -3.1679 0.00
C 0.2224 -1.3837 -2.2792 0.01
O 0.1673 -1.2336 -1.0614 0.01
N -0.2411 -2.4997 -2.8597 0.01
C -0.8201 -3.5585 -2.0506 0.00
C -0.3123 -2.7033 -4.2935 0.00
H -2.3304 3.2211 -4.4197 0.00
H -1.9748 4.1596 -2.9534 0.00
H -0.6589 3.5765 -3.9822 0.00
H -3.6260 1.7756 -3.1034 0.00
H -2.8815 0.7308 -1.8839 0.00
H -3.2087 2.4316 -1.5052 0.01
H 0.8797 2.3099 -3.4998 0.00
H 1.5535 2.5776 -1.8854 0.01
H 0.1290 0.0917 -3.8399 0.00
H 1.6455 -0.8367 -3.7714 0.00
H -0.5978 -3.3671 -1.0068 0.00
H -1.9028 -3.5960 -2.1836 0.00
H -0.3821 -4.5130 -2.3501 0.00
H 0.1790 -1.9060 -4.8384 0.00
H 0.1689 -3.6478 -4.5560 0.00
H -1.3563 -2.7475 -4.6124 0.00
C -1.3981 -1.6409 3.4132 0.00
C -0.3716 -2.4292 2.6037 0.00
C -1.0542 -3.4989 1.7644 0.00
C 0.6053 -3.0889 3.5745 0.00
O 0.3277 -1.5219 1.7188 0.00
Ge 2.2882 -1.1979 1.7731 0.00
O 1.6469 0.4868 1.0764 0.02
C 2.4610 1.6615 1.2344 0.00
C 3.0409 1.7427 2.6464 0.00
C 1.5900 2.8918 1.0124 0.00
C 3.5840 1.5872 0.2029 0.00
O 2.6593 -1.7831 0.0887 0.00
C 3.5111 -2.8582 -0.2546 0.00
C 4.9540 -2.5430 0.1421 0.00
C 3.4077 -3.0036 -1.7703 0.00
C 3.0508 -4.1523 0.4176 0.00
H -1.8836 -2.3092 4.1280 0.00
H -0.9043 -0.8399 3.9670 0.00
H -2.1648 -1.2133 2.7697 0.00
H -1.5802 -4.2020 2.4146 0.00
H -1.7861 -3.0505 1.0943 0.00
H -0.3150 -4.0532 1.1837 0.00
H 0.0613 -3.7726 4.2287 0.00
H 1.3668 -3.6648 3.0456 0.00
H 1.1074 -2.3457 4.1941 0.00
H 2.2418 1.6486 3.3852 0.00
H 3.7770 0.9619 2.8377 0.00
H 3.5294 2.7100 2.7829 0.00
H 0.9302 3.0542 1.8664 0.00
H 2.2249 3.7741 0.9014 0.00
H 0.9632 2.7916 0.1301 0.00
H 4.2116 0.7132 0.3908 0.00
H 3.1665 1.4753 -0.7980 0.00
H 4.2126 2.4796 0.2438 0.00
H 5.2712 -1.6126 -0.3331 0.00
H 5.0314 -2.4195 1.2245 0.00
H 5.6355 -3.3405 -0.1616 0.00
H 3.6670 -2.0563 -2.2469 0.00
H 4.0793 -3.7825 -2.1397 0.00
H 2.3837 -3.2633 -2.0501 0.00
H 3.1647 -4.0833 1.5020 0.00
H 1.9962 -4.3236 0.1896 0.00
H 3.6286 -5.0119 0.0717 0.00
O -3.7134 -1.9207 -0.5958 0.01
N -2.6883 -1.2977 -0.7079 0.01
O -2.2451 -0.8173 0.4257 0.00
C -4.7023 0.8763 3.0914 0.01
C -4.4159 1.1383 1.6343 0.00
O -3.5943 2.3343 1.4159 0.03
P -2.1221 2.5420 1.9081 0.06
O -1.2437 1.3524 1.9930 0.04
Te -2.2503 3.5780 4.0864 0.87
O -1.5410 3.6059 0.9110 0.01
C -2.2679 4.7865 0.5146 0.00
C -1.2817 5.7168 -0.1471 0.01
H -5.3687 0.0149 3.1549 0.00
H -5.1878 1.7266 3.5734 0.01
H -3.7929 0.6331 3.6417 0.00
H -5.3249 1.3551 1.0787 0.00
H -3.8966 0.3001 1.1750 0.00
H -2.7172 5.2511 1.3976 0.00
H -3.0652 4.4802 -0.1630 0.00
H -0.5119 6.0248 0.5601 0.00
H -1.7966 6.6065 -0.5119 0.00
H -0.8010 5.2171 -0.9887 0.01
```

=====

The calculation returns the following energy above the lowest of the compared OMol25 structures with the same formula, charge and spin values, one per record and in order: 0.0, 0.0, 212.0, 0.0, 47.7, 88.3 kJ/mol.